1.
The following is a DFT calculation (ωB97M-V/def2-TZVPD) of a structure of composition C31H50BrCuN3OP2 at a distorted geometry.

Output
E_HOMO (alpha / beta), eV: -12.9109 / -12.8853
<S²>: 1.16
Spin multiplicity: 2
Total charge: +2

Positions of all 89 atoms, in Å:
1 C -0.668 7.239 -6.153
2 C -0.871 5.874 -6.443
3 C -1.155 5.514 -7.775
4 C -1.227 6.522 -8.744
5 N -1.033 7.806 -8.450
6 C -0.762 8.166 -7.198
7 C -0.782 4.867 -5.420
8 C -0.749 3.986 -4.579
9 C -0.670 3.017 -3.565
10 C 0.441 3.091 -2.709
11 C 0.616 2.080 -1.772
12 C -0.341 1.088 -1.751
13 C -1.472 1.001 -2.518
14 C -1.643 2.006 -3.470
15 Cu 0.304 0.086 -0.332
16 P 2.064 -0.910 -1.109
17 H -1.312 4.476 -8.065
18 H -0.435 7.585 -5.147
19 H -1.446 6.273 -9.782
20 H -0.611 9.230 -7.011
21 H -2.501 2.015 -4.148
22 H 1.162 3.911 -2.797
23 H -2.177 0.179 -2.398
24 H 1.493 2.116 -1.121
25 C 2.373 -2.527 -0.295
26 C 3.255 -3.525 -1.035
27 H 1.369 -2.944 -0.127
28 H 2.787 -2.300 0.697
29 H 3.431 -4.393 -0.387
30 H 2.778 -3.898 -1.949
31 H 4.237 -3.111 -1.294
32 C 1.953 -1.203 -2.914
33 C 2.926 -0.437 -3.806
34 H 0.919 -0.940 -3.184
35 H 2.048 -2.286 -3.080
36 H 2.700 -0.664 -4.856
37 H 2.841 0.649 -3.680
38 H 3.965 -0.735 -3.622
39 C 3.523 0.136 -0.759
40 C 4.888 -0.545 -0.758
41 H 3.325 0.573 0.233
42 H 3.510 0.972 -1.473
43 H 5.659 0.209 -0.553
44 H 4.963 -1.307 0.026
45 H 5.139 -1.005 -1.722
46 Br -1.108 -1.836 -0.305
47 P -2.474 -3.202 -4.035
48 C -0.647 -3.363 -3.874
49 C -0.235 -4.804 -4.184
50 H -0.373 -3.050 -2.855
51 H -0.183 -2.660 -4.584
52 H 0.824 -4.856 -4.459
53 H -0.402 -5.457 -3.320
54 H -0.821 -5.201 -5.023
55 C -3.137 -3.117 -2.334
56 C -4.553 -3.651 -2.160
57 H -3.076 -2.058 -2.041
58 H -2.436 -3.681 -1.699
59 H -4.757 -3.768 -1.092
60 H -5.281 -2.951 -2.576
61 H -4.670 -4.624 -2.644
62 C -2.721 -1.517 -4.734
63 C -2.993 -1.638 -6.237
64 H -1.840 -0.897 -4.522
65 H -3.581 -1.067 -4.218
66 H -3.407 -0.704 -6.631
67 H -2.074 -1.870 -6.786
68 H -3.713 -2.441 -6.436
69 C 2.394 1.987 3.010
70 N 1.023 1.830 3.426
71 C 0.694 2.108 4.810
72 C -0.800 2.241 4.985
73 C -1.574 1.224 4.174
74 N -1.134 1.235 2.787
75 C -2.092 0.823 1.783
76 C 0.183 1.334 2.487
77 O 0.700 1.012 1.374
78 H 2.451 2.653 2.142
79 H 2.837 1.024 2.731
80 H 2.966 2.424 3.833
81 H 1.087 1.309 5.464
82 H 1.199 3.041 5.097
83 H -1.109 3.251 4.692
84 H -1.052 2.110 6.043
85 H -2.642 1.458 4.178
86 H -1.444 0.215 4.616
87 H -2.058 -0.259 1.597
88 H -3.091 1.083 2.147
89 H -1.908 1.339 0.831

Cartesian forces (eV/Å) of the 6 atoms listed first:
C 0.0 -0.1 -0.2
C 0.1 0.5 -0.4
C 0.0 0.3 0.0
C 0.1 -0.2 0.8
N 0.0 0.2 -0.3
C 0.0 -0.7 0.2

=====

2.
The following is a DFT calculation (ωB97M-V/def2-TZVPD) of a cluster of 5 separate species, H10O5 in total.

Output
E_HOMO, eV: -10.7134
Relative energy (zero: lowest compared OMol25 entry of this formula, charge and spin), kcal per mole: 23.0
Structure (SMILES): O.O.O.O.O
Total charge: 0

Positions of all 15 atoms, in Å:
1 O 2.363 1.334 -0.051
2 H 2.081 1.432 -0.968
3 H 1.895 2.028 0.427
4 O -0.518 0.060 2.621
5 H -0.624 0.457 1.735
6 H 0.340 0.365 2.930
7 O -0.740 1.068 -0.060
8 H -1.414 0.474 -0.427
9 H -0.733 1.827 -0.653
10 O 1.852 -1.628 -0.289
11 H 1.701 -0.686 -0.118
12 H 1.029 -2.055 -0.027
13 O -2.151 -1.346 -1.502
14 H -2.017 -2.212 -1.903
15 H -3.065 -1.118 -1.712

Cartesian forces (eV/Å) of the 6 atoms listed first:
O 0.0 0.1 -0.1
H 0.1 0.0 0.1
H 0.0 -0.1 0.0
O -0.1 0.2 -0.3
H 0.2 -0.1 0.5
H 0.0 -0.1 -0.1

=====

3.
The following is a DFT calculation (ωB97M-V/def2-TZVPD) of the ion C2H9N2 with charge +2 at a distorted geometry.

Output
E_HOMO (alpha / beta), eV: -22.9964 / -23.6918
<S²>: 0.75
Relative energy (zero: lowest compared OMol25 entry of this formula, charge and spin), kcal per mole: 11.7
Spin multiplicity: 2
Total charge: +2

Positions of all 13 atoms, in Å:
1 N 1.504 0.136 0.839
2 C 0.852 -0.592 -0.244
3 C -0.440 0.060 -0.807
4 N -1.526 0.357 0.212
5 H 1.338 -0.007 1.832
6 H -1.238 0.592 1.177
7 H 2.424 0.563 0.657
8 H 0.702 -1.636 0.050
9 H 1.578 -0.481 -1.052
10 H -0.847 -0.682 -1.492
11 H -0.173 0.940 -1.386
12 H -2.143 -0.468 0.280
13 H -2.030 1.218 -0.065

Cartesian forces (eV/Å) of the 6 atoms listed first:
N 0.6 -0.6 -0.4
C 0.6 1.0 0.1
C 0.3 -0.4 0.2
N 0.2 0.3 0.2
H -0.4 -0.1 0.3
H 0.2 -0.3 -0.4